Record 1
A structure of composition C23H22InN7OSSi at a distorted geometry. Source: the OMol25 dataset; level of theory: wB97M-V/def2-TZVPD.

Structure (XYZ):
```
56
Properties=species:S:1:pos:R:3:forces:R:3
In -0.44125 -1.74845 0.31690 0.3 0.1 -0.1
O 1.81522 -0.67089 -2.02993 -0.1 0.3 0.2
N 2.41079 -0.03213 -1.12790 -0.1 -0.3 0.1
C 3.24499 -0.62375 -0.29264 0.5 0.6 -0.1
C 3.46173 -2.01866 -0.33761 -0.8 -0.2 -0.2
N 3.40864 -3.16394 -0.38340 0.4 -0.4 0.0
C 4.09088 0.18970 0.50492 0.1 0.4 0.2
N 4.82154 0.87604 1.06841 0.0 -0.1 0.1
C 1.42830 -2.79053 4.26669 0.1 -0.1 0.4
N 1.25135 -1.33544 4.26872 -0.1 -0.3 0.4
C 0.48027 -0.77793 5.38922 0.9 0.1 0.1
C 1.26970 -0.68852 3.12742 -0.1 -0.2 0.1
N 1.29824 -0.13796 2.11167 0.1 0.4 -0.4
H 0.48527 -3.28787 4.47664 -0.2 0.0 0.0
H 2.15892 -3.10524 5.02488 -0.1 0.3 -0.1
H 1.76665 -3.14353 3.30648 0.2 0.1 -0.4
H -0.55184 -1.09721 5.36740 -0.3 -0.2 -0.1
H 0.50593 0.31775 5.31938 0.1 -0.4 0.3
H 0.97499 -1.15984 6.30563 -0.4 0.5 -0.4
C -6.29013 -3.78396 0.90807 0.1 -0.8 -0.7
C -5.10989 -2.88168 0.68183 -0.1 -0.8 0.3
C -4.98479 -2.13392 -0.49857 0.5 -0.1 1.0
C -3.82574 -1.40071 -0.59403 -0.5 0.4 -0.1
N -2.92156 -1.36972 0.37833 0.7 -0.5 0.5
C -3.07521 -2.19662 1.44355 0.1 -0.4 0.3
S -1.69388 -2.39170 2.55132 -0.9 0.3 -0.6
N -4.16779 -2.96315 1.63238 0.0 0.8 -0.7
H -7.23699 -3.35008 0.62006 -0.2 0.4 0.0
H -6.31146 -4.12095 1.93084 -0.1 0.1 0.4
H -6.20824 -4.70905 0.28989 0.2 0.6 0.3
H -5.76237 -2.12509 -1.23237 -0.2 0.0 -0.4
H -3.62643 -0.76644 -1.45067 0.1 0.0 0.0
C 4.27708 3.33535 -4.72096 -0.3 -0.3 0.5
C 3.51553 2.17866 -4.85544 -0.3 0.2 0.3
C 2.72107 1.72996 -3.79937 0.3 -0.2 -0.5
C 2.72636 2.40928 -2.58977 0.1 0.0 0.4
C 3.55789 3.52502 -2.44036 -0.1 0.1 -0.2
C 4.30802 4.00398 -3.49867 0.1 0.0 -0.3
Si 1.87042 1.77354 -1.07921 0.4 0.0 0.0
C 0.03209 1.78032 -0.98760 0.6 -0.1 -0.8
C -0.60141 1.97607 0.21760 -0.3 -0.1 0.9
C -1.97521 2.14898 0.27902 -0.4 0.0 -0.3
C -2.72447 2.18148 -0.89416 0.5 0.2 0.1
C -2.07602 1.99170 -2.11108 -0.5 0.0 -0.2
C -0.72255 1.75916 -2.16258 0.4 0.0 -0.1
H 4.85164 3.68931 -5.55411 0.2 0.1 -0.2
H 3.50849 1.63830 -5.78666 0.1 -0.1 -0.2
H 2.15765 0.80005 -3.88158 0.1 0.3 -0.2
H 3.63743 4.03046 -1.49221 -0.1 0.1 0.2
H 4.92405 4.88911 -3.37003 -0.1 -0.1 0.0
H 2.48907 2.46841 0.06167 -0.1 -0.2 0.1
H -0.03449 1.95281 1.14050 0.0 0.1 0.0
H -2.46364 2.27905 1.22972 -0.1 0.0 0.2
H -3.78011 2.41069 -0.87945 -0.1 -0.1 0.1
H -2.62271 2.04435 -3.04170 -0.2 -0.1 0.0
H -0.24205 1.59538 -3.12706 -0.1 0.1 0.2
```
Forces are in eV/Å.

Summary:
HOMO-LUMO gap (eV): 6.847
Max |F| (hartree/bohr): 0.022
Energy relative to the best compared isomer or geometry (same formula, charge and spin) (kJ/mol): 0.0

Record 2
A structure of composition C23H22S2Ti. Source: the OMol25 dataset; level of theory: wB97M-V/def2-TZVPD.

Structure (XYZ):
```
48
Properties=species:S:1:pos:R:3:forces:R:3
Ti 0.40982 -0.52488 0.43264 -0.7 0.0 0.0
C 1.95219 -2.24105 0.42780 0.4 -0.4 -0.1
C 0.74818 -2.91206 0.10022 0.2 -0.4 -0.3
C 0.31118 -2.44140 -1.14443 0.2 -0.2 -0.1
C 1.22317 -1.46292 -1.59687 0.3 -0.3 -0.3
C 2.25590 -1.35729 -0.63445 0.4 -0.4 -0.3
H 2.57527 -2.44032 1.28586 -0.1 0.1 0.1
H 0.26033 -3.66244 0.70024 -0.1 0.2 0.1
H -0.57266 -2.76535 -1.66895 -0.1 0.2 0.1
H 1.20123 -0.97920 -2.56148 -0.1 0.2 0.1
H 3.15914 -0.77595 -0.73794 -0.1 0.2 0.2
C -4.15685 0.15784 1.31454 0.1 -0.1 0.1
C -2.70681 -0.25787 1.39037 -0.1 0.1 0.0
S -1.91633 -0.40014 -0.18149 -0.4 0.0 -0.1
C -2.07509 -0.46919 2.55423 -0.1 0.0 0.2
C -2.77070 -0.30526 3.89359 0.0 0.0 -0.1
S -0.38146 -0.95041 2.65949 -0.3 -0.2 0.4
H -4.64053 -0.38244 0.49755 -0.1 0.1 0.0
H -4.24090 1.22960 1.10420 0.0 0.0 0.0
H -4.69884 -0.05079 2.24189 0.0 0.0 0.0
H -3.64686 -0.95817 3.98797 0.0 0.0 0.0
H -3.10112 0.72735 4.04714 0.0 0.0 0.0
H -2.07083 -0.55826 4.68796 0.0 0.0 0.1
C 0.59729 6.65728 1.59025 0.1 0.1 0.1
C 1.39720 5.66785 2.17185 -0.1 0.1 0.0
C 1.26189 4.33917 1.83198 0.0 0.0 -0.1
C 0.31229 3.90133 0.86212 0.0 -0.2 0.0
C -0.51791 4.92554 0.32577 -0.1 0.1 0.0
C -0.37415 6.25254 0.67051 0.0 0.0 0.0
C 0.11183 2.53799 0.46302 0.1 0.4 -0.1
C 0.90075 1.41124 0.67038 0.2 0.5 -0.1
C 2.31426 1.44668 1.00936 0.2 0.2 0.2
C 3.24805 2.19724 0.25615 0.0 0.0 0.0
C 4.60263 2.15157 0.51838 0.0 0.0 0.0
C 5.10608 1.35730 1.54929 0.0 0.0 0.1
C 4.20964 0.61398 2.30998 0.2 0.0 -0.1
C 2.84914 0.65325 2.05149 -0.1 0.1 -0.1
H 0.71358 7.70101 1.86094 0.0 0.0 0.0
H 2.13140 5.95140 2.92092 0.0 0.0 0.0
H 1.86719 3.60208 2.33666 0.1 -0.1 0.0
H -1.28612 4.64198 -0.38777 0.0 0.0 0.0
H -1.02586 6.99882 0.22334 0.0 0.0 0.0
H -0.83761 2.36910 -0.04198 0.0 0.0 0.0
H 2.87412 2.82305 -0.54636 -0.1 0.0 0.0
H 5.28782 2.73926 -0.08608 0.0 0.0 0.0
H 6.16989 1.33547 1.76009 0.0 0.0 0.0
H 4.58401 0.00205 3.12549 0.0 0.0 0.0
H 2.15840 0.09531 2.67190 0.0 0.0 0.1
```
Forces are in eV/Å.

Summary:
Total charge: -2
HOMO-LUMO gap (alpha / beta) (eV): 3.113 / 5.081
Max |F| (hartree/bohr): 0.013
Energy relative to the best compared isomer or geometry (same formula, charge and spin) (kJ/mol): 26.4
2S+1: 3

Record 3
A structure of composition C23H23AsOPRh at a distorted geometry. Source: the OMol25 dataset; level of theory: wB97M-V/def2-TZVPD.

Structure (XYZ):
```
50
Properties=species:S:1:pos:R:3:forces:R:3
C -0.46996 0.05001 -1.46234 2.3 1.1 -1.5
C -1.27577 1.29021 -1.59502 1.2 -0.5 0.1
C -0.41431 2.38630 -1.77752 0.4 -0.5 0.4
C 0.93425 1.92809 -1.80014 -1.3 -0.1 0.5
C 0.95661 0.49167 -1.61947 -2.8 -1.5 -0.1
Rh 0.52016 -0.67544 0.47983 0.2 2.5 -0.8
P 0.38258 -2.73805 0.03388 0.0 -2.8 -0.6
H -0.80830 -0.90606 -1.87922 0.0 0.5 0.3
H -2.36265 1.27744 -1.64203 0.3 0.2 0.2
H -0.73267 3.42844 -1.80635 0.2 -0.4 -0.1
H 1.70602 -0.19093 -2.03716 -0.1 0.5 0.4
H 1.81468 2.54464 -1.93409 -0.1 0.0 0.0
H 1.41112 -3.45068 -0.70855 -0.9 0.0 0.6
H -0.83058 -3.21871 -0.60122 0.9 -0.1 0.4
H 0.35942 -3.40819 1.31446 0.0 -0.2 -0.9
O 0.37613 0.85596 1.72522 -0.2 1.2 1.1
As 0.34668 0.15004 3.32896 1.3 -0.3 1.0
C -1.22358 -0.96906 3.64692 0.4 0.0 0.5
C -2.24816 -0.91159 2.70302 -0.3 -0.1 0.0
C -3.45457 -1.58569 2.92880 0.2 -0.1 0.0
C -3.60396 -2.41232 4.04663 0.1 0.1 0.0
C -2.55151 -2.53387 4.96040 0.4 0.3 -0.1
C -1.37604 -1.78020 4.78555 -0.5 -0.3 0.0
C 2.01705 -0.78059 3.62013 -2.3 0.7 -0.1
C 1.98218 -2.06531 4.16260 1.0 -1.2 0.4
C 3.18048 -2.76821 4.33358 -1.2 0.2 -0.1
C 4.38611 -2.20946 3.90421 0.8 0.2 0.0
C 4.41564 -0.90242 3.39841 -0.6 0.2 0.0
C 3.22776 -0.17711 3.26453 1.2 0.2 -0.2
C 0.28273 1.66140 4.56551 -0.4 -0.2 -0.7
C -0.74608 1.78728 5.51242 0.1 0.4 -0.1
C -0.88714 2.99418 6.20888 0.2 -0.4 -0.1
C -0.00592 4.05294 5.98322 0.1 -0.2 0.0
C 1.05864 3.88846 5.09425 0.2 -0.5 -0.1
C 1.22551 2.68489 4.40008 -0.2 0.4 0.2
H -2.08758 -0.34783 1.78528 -0.2 0.1 0.2
H -4.28132 -1.46268 2.22873 0.3 -0.1 0.1
H -4.53712 -2.95806 4.21020 0.3 0.2 -0.1
H -2.64362 -3.20640 5.81968 0.0 0.3 -0.3
H -0.59022 -1.83633 5.54210 -0.3 0.1 -0.2
H 1.03020 -2.50913 4.44063 0.3 -0.1 0.0
H 3.16242 -3.74449 4.81832 0.0 0.2 -0.2
H 5.31373 -2.77766 3.98874 -0.3 0.2 0.0
H 5.36334 -0.43596 3.12512 -0.2 -0.2 0.0
H 3.24135 0.83827 2.86606 0.1 -0.3 0.1
H -1.43715 0.95914 5.68102 0.1 0.3 -0.1
H -1.68958 3.09861 6.93218 0.1 0.0 -0.1
H -0.12118 4.99187 6.52066 0.0 -0.2 -0.1
H 1.77252 4.69136 4.92758 -0.1 -0.1 0.1
H 2.06105 2.55326 3.70882 -0.4 0.2 0.1
```
Forces are in eV/Å.

Summary:
HOMO-LUMO gap (alpha / beta) (eV): 3.900 / 6.485
Max |F| (hartree/bohr): 0.062
2S+1: 5

Record 4
A structure of composition C23H23AsPPb at a distorted geometry. Source: the OMol25 dataset; level of theory: wB97M-V/def2-TZVPD.

Structure (XYZ):
```
49
Properties=species:S:1:pos:R:3:forces:R:3
C -3.69957 -1.69171 -1.81230 0.0 -0.3 1.1
C -4.08424 -2.14129 -3.04936 -0.3 0.1 -0.9
C -3.29595 -2.12027 -4.22829 0.0 -0.5 -0.3
C -2.04408 -1.46299 -4.34665 -0.6 0.1 -0.4
C -1.31455 -0.93948 -3.30729 1.1 0.0 0.2
Pb -1.57997 -2.04016 -1.43589 -0.1 0.3 0.3
P -2.63871 -1.27806 1.76727 -0.1 0.0 0.1
H -4.39334 -1.49898 -0.98153 -0.2 -0.6 -0.4
H -5.09556 -2.56112 -3.20558 0.1 0.5 0.1
H -3.73613 -2.53184 -5.14258 0.1 0.1 0.3
H -0.47803 -0.23976 -3.43873 0.0 -0.5 -0.5
H -1.68521 -1.38589 -5.39199 -0.2 0.4 0.4
H -1.87279 -2.06225 2.68891 -0.3 0.3 -0.1
H -3.90013 -1.84768 2.11761 0.2 0.1 0.1
H -2.75809 -0.13070 2.61115 -0.1 -0.3 0.1
C 1.30245 -0.36516 4.90540 -0.1 0.0 -0.3
C 0.70326 0.82049 4.46408 0.1 -0.2 -0.1
C 0.45546 1.02317 3.10140 0.1 -0.4 0.1
C 0.82382 0.03712 2.16956 0.2 0.1 0.2
C 1.45756 -1.13526 2.61206 -0.2 0.2 0.3
C 1.67303 -1.34547 3.97561 0.0 0.3 0.0
As 0.22273 0.12334 0.30129 0.0 -0.2 0.0
C 0.03987 2.08007 0.12507 0.3 -0.1 -0.3
C -1.22009 2.50478 -0.34100 0.4 0.1 0.3
C -1.53402 3.86630 -0.33721 0.2 0.1 0.1
C -0.58552 4.80702 0.08530 0.0 -0.3 0.0
C 0.68096 4.38180 0.50290 0.0 -0.2 0.0
C 1.00066 3.01298 0.53166 -0.5 0.5 -0.2
C 1.84442 -0.60209 -0.59840 -0.2 0.6 0.0
C 2.77166 0.20170 -1.27185 0.2 -0.7 -0.1
C 3.83427 -0.41380 -1.95635 -0.1 0.0 0.1
C 3.95741 -1.80920 -1.98162 -0.3 0.1 0.1
C 3.00661 -2.60491 -1.33068 0.1 0.4 0.1
C 1.95193 -2.00222 -0.63814 0.3 0.0 0.0
H 1.47444 -0.52924 5.96793 0.0 0.0 -0.2
H 0.41842 1.58819 5.18791 0.1 -0.2 -0.2
H -0.02907 1.94215 2.76441 0.1 -0.3 0.1
H 1.77459 -1.88814 1.88880 -0.1 0.2 0.3
H 2.12892 -2.27676 4.31718 -0.1 0.3 -0.1
H -1.95165 1.76621 -0.67715 0.2 0.2 0.1
H -2.52229 4.19621 -0.66008 0.3 -0.1 0.0
H -0.83900 5.87063 0.08660 0.1 -0.4 0.0
H 1.42350 5.11851 0.82183 -0.2 -0.2 -0.1
H 1.98359 2.68712 0.87964 -0.3 0.1 -0.1
H 2.66938 1.28849 -1.25730 0.1 -0.3 -0.1
H 4.57187 0.20077 -2.47815 -0.2 -0.2 0.2
H 4.78898 -2.28203 -2.51237 -0.3 0.2 0.1
H 3.08287 -3.69257 -1.35797 0.0 0.3 0.0
H 1.21535 -2.63803 -0.13515 0.2 0.3 -0.3
```
Forces are in eV/Å.

Summary:
Total charge: -1
HOMO-LUMO gap (alpha / beta) (eV): 4.203 / 4.204
Max |F| (hartree/bohr): 0.022

Q: max |F| of number 4 (C23H23AsPPb)?
A: 0.022 hartree/bohr